Record 1
{
  "formula": "C25H25N3O5",
  "method": "wB97M-V/def2-TZVPD",
  "lumo_ev": -0.43,
  "smiles": "O=C(C1=C(O)C(=O)N(CCCN2CCOCC2)[C@H]1c1ccccn1)c1cc2ccccc2o1",
  "gap_ha": 0.288,
  "e_above_lowest_kj_mol": 182.4,
  "homo_ev": -8.273,
  "symbols": ["O", "C", "C", "C", "O", "C", "O", "N", "C", "C", "C", "N", "C", "C", "O", "C", "C", "C", "C", "C", "C", "C", "C", "N", "C", "C", "C", "C", "C", "C", "C", "C", "O", "H", "H", "H", "H", "H", "H", "H", "H", "H", "H", "H", "H", "H", "H", "H", "H", "H", "H", "H", "H", "H", "H", "H", "H", "H"],
  "xyz": [[-2.719648, -2.490536, -0.069373], [-2.781863, -1.278643, -0.216412], [-1.640654, -0.498184, -0.683521], [-1.312771, 0.802888, -0.529344], [-1.914226, 1.826237, 0.060108], [0.008125, 1.058538, -1.173886], [0.508156, 2.169085, -1.235519], [0.443607, -0.118875, -1.651808], [1.643785, -0.331848, -2.431985], [2.865236, 0.366074, -1.835819], [3.273934, -0.256882, -0.490652], [4.183565, 0.517800, 0.323710], [5.444371, 0.846392, -0.313554], [6.383819, 1.418999, 0.749914], [5.833486, 2.564488, 1.355504], [4.586629, 2.265591, 1.941046], [3.602461, 1.712775, 0.909052], [-0.468602, -1.198005, -1.338887], [0.131011, -2.189464, -0.360358], [0.147061, -3.551954, -0.626441], [0.677492, -4.401755, 0.329766], [1.178260, -3.861747, 1.503517], [1.124841, -2.486480, 1.664400], [0.614686, -1.671300, 0.759184], [-4.024293, -0.549494, 0.050920], [-5.113538, -0.975067, 0.764397], [-6.061040, 0.081182, 0.709623], [-7.344272, 0.288295, 1.219435], [-7.970657, 1.479303, 0.933920], [-7.349823, 2.463009, 0.156851], [-6.083513, 2.285195, -0.359968], [-5.447185, 1.085862, -0.072954], [-4.222049, 0.692426, -0.467339], [-1.323612, 2.597205, -0.059019], [1.815528, -1.410372, -2.483091], [1.475551, 0.044155, -3.449709], [3.685724, 0.292693, -2.551710], [2.622951, 1.418608, -1.694223], [2.375892, -0.423083, 0.110218], [3.745140, -1.230213, -0.671419], [5.877410, -0.062850, -0.736196], [5.323579, 1.593870, -1.116131], [7.330441, 1.732301, 0.305751], [6.572577, 0.648524, 1.513031], [4.218853, 3.199823, 2.368618], [4.722603, 1.522482, 2.741513], [2.664442, 1.445492, 1.398783], [3.400112, 2.494047, 0.158265], [-0.771816, -1.725761, -2.251215], [-0.263368, -3.936613, -1.546705], [0.696946, -5.468479, 0.161043], [1.595667, -4.489837, 2.274563], [1.505729, -2.006847, 2.556328], [-5.203959, -1.917968, 1.263403], [-7.823684, -0.470393, 1.818437], [-8.963554, 1.666091, 1.314918], [-7.877334, 3.383842, -0.041079], [-5.598200, 3.039381, -0.957899]],
  "atomic_forces_ev_per_a": [[-0.13, 0.32, -0.06], [0.09, 0.06, -0.05], [0.28, 0.46, -0.12], [-0.20, -0.40, -0.06], [0.25, 0.05, -0.01], [-0.03, 0.09, -0.01], [-0.01, 0.17, 0.02], [-0.06, -0.14, 0.09], [0.37, 0.36, -0.23], [0.03, -0.15, 0.24], [-0.13, 0.06, -0.16], [0.13, 0.06, 0.04], [0.16, 0.11, 0.34], [0.10, -0.23, -0.33], [0.04, 0.16, -0.05], [-0.41, 0.00, 0.01], [0.27, 0.08, 0.23], [-0.36, -0.09, 0.19], [0.20, -0.37, -0.14], [0.13, 0.12, 0.13], [0.02, 0.07, 0.00], [-0.05, -0.03, -0.08], [0.08, -0.16, 0.20], [-0.25, 0.31, -0.14], [-1.12, -0.75, 0.74], [0.82, 0.11, -0.39], [0.18, 0.61, -0.39], [0.11, 0.02, -0.05], [-0.15, -0.04, 0.09], [0.08, 0.01, -0.04], [0.29, -0.01, -0.12], [-0.89, -0.36, 0.59], [0.22, 0.15, -0.31], [0.00, -0.18, -0.03], [-0.06, 0.02, -0.03], [0.02, -0.16, 0.07], [-0.01, 0.04, -0.06], [0.09, -0.01, -0.10], [0.13, -0.03, -0.11], [-0.11, -0.06, 0.00], [0.04, 0.00, -0.05], [0.03, -0.05, -0.02], [-0.03, -0.07, 0.02], [0.01, 0.04, -0.08], [-0.02, -0.08, 0.02], [-0.04, 0.06, -0.04], [-0.05, 0.05, 0.01], [-0.06, -0.02, 0.03], [0.01, 0.07, 0.06], [-0.07, -0.01, -0.10], [0.00, -0.08, 0.00], [0.05, -0.03, 0.08], [0.07, -0.06, 0.12], [0.06, -0.23, 0.07], [-0.08, -0.06, 0.06], [-0.08, 0.01, 0.03], [-0.02, 0.08, -0.03], [0.04, 0.11, -0.08]]
}


Record 2
{
  "formula": "C2H6N2S",
  "method": "wB97M-V/def2-TZVPD",
  "lumo_ev": 0.38,
  "gap_ha": 0.318,
  "e_above_lowest_kj_mol": 512.6,
  "homo_ev": -8.260,
  "symbols": ["C", "C", "H", "H", "H", "H", "H", "H", "N", "N", "S"],
  "xyz": [[-1.295202, -0.374123, -0.595042], [-0.044037, 0.524434, -0.814591], [-2.306873, 0.317499, -0.026070], [-1.409415, -1.181025, -1.829259], [-1.093852, -1.261049, 0.499430], [1.778655, 0.712725, -0.100691], [1.320460, -1.044175, 1.323483], [1.089952, 0.472217, 2.241922], [0.773612, 0.588759, 0.194693], [0.793139, -0.178615, 1.345103], [0.393560, 1.423352, -2.238979]],
  "atomic_forces_ev_per_a": [[-1.37, -2.29, 1.41], [-2.23, -0.11, -2.62], [3.03, -2.21, -2.64], [-0.21, 2.97, 4.19], [-0.40, 2.81, -3.84], [-1.72, 0.97, -0.03], [0.24, 0.33, -0.35], [-0.93, -2.37, -3.25], [5.34, -0.34, 0.97], [-0.73, 1.81, 4.31], [-1.03, -1.57, 1.84]]
}